ORCA calculation (wB97M-V/def2-TZVPD) on a molecular structure, C24H43N2OP3SY in a non-equilibrium geometry.

Structure (XYZ):
```
75
Properties=species:S:1:pos:R:3:lowdin_charge:R:1
Y 0.607 0.189 -0.020 1.111
P 1.966 1.354 2.124 0.846
P -0.890 -0.966 2.164 0.770
P 1.384 0.107 -2.706 0.741
H -4.655 0.339 0.810 0.062
C -4.377 0.555 -0.236 -0.069
C -4.230 -0.425 -1.138 -0.086
H -4.314 -1.472 -0.904 0.038
C 1.074 2.577 3.168 -0.180
C 2.885 0.424 3.405 -0.159
C 3.277 2.379 1.376 -0.183
C -2.424 -1.824 1.661 -0.229
C -0.051 -2.321 3.073 -0.246
C -1.535 0.022 3.557 -0.253
C 0.102 -0.703 -3.739 -0.245
C 2.864 -0.828 -3.262 -0.257
C 1.592 1.668 -3.622 -0.245
H -4.255 1.606 -0.498 0.055
H -3.957 -0.173 -2.194 0.067
H 1.463 3.578 2.957 0.077
H 1.238 2.313 4.207 0.068
H 0.000 2.540 2.931 0.058
H 3.732 1.028 3.786 0.106
H 3.328 -0.519 3.009 0.058
H 2.268 0.150 4.268 0.072
H 3.839 2.880 2.180 0.092
H 2.846 3.148 0.712 0.080
H 3.982 1.765 0.796 0.068
H -3.015 -2.073 2.551 0.079
H -2.175 -2.750 1.132 0.041
H -3.030 -1.198 0.992 0.001
H -0.657 -2.603 3.946 0.075
H 0.936 -1.990 3.419 0.029
H 0.086 -3.204 2.434 0.032
H -2.104 -0.624 4.245 0.074
H -2.203 0.802 3.171 0.063
H -0.713 0.497 4.102 0.029
H 0.313 -0.512 -4.805 0.075
H -0.882 -0.295 -3.489 0.043
H 0.088 -1.782 -3.551 0.041
H 2.941 -0.787 -4.351 0.072
H 2.797 -1.877 -2.945 0.046
H 3.766 -0.378 -2.824 0.050
H 1.532 1.496 -4.705 0.071
H 2.570 2.101 -3.367 0.060
H 0.809 2.377 -3.321 0.037
C -0.705 3.199 -0.469 -0.382
C -0.302 4.321 0.342 0.006
C -0.499 5.599 -0.236 -0.033
C -1.092 5.695 -1.508 -0.070
C -1.517 4.607 -2.203 -0.060
C -1.370 3.335 -1.666 -0.048
O -0.464 1.910 -0.294 -0.314
H 0.886 1.548 1.245 -0.051
H 0.136 4.183 1.303 0.058
H -0.186 6.464 0.291 0.105
H -1.205 6.708 -1.943 0.134
H -1.974 4.684 -3.188 0.127
H -1.669 2.421 -2.159 0.114
N 2.594 -1.440 0.253 0.017
C 1.705 -2.504 -0.043 -0.732
N 0.527 -2.203 -0.581 -0.032
C -0.199 -3.370 -0.863 -0.330
C -1.487 -3.390 -1.449 -0.010
C -2.137 -4.638 -1.506 -0.030
C -1.539 -5.800 -1.016 -0.019
C -0.244 -5.750 -0.455 -0.027
C 0.407 -4.507 -0.405 -0.430
S 1.976 -4.161 0.347 1.180
H 3.171 -1.695 1.085 0.115
H 3.239 -1.267 -0.503 0.086
H -1.918 -2.473 -1.808 0.097
H -3.144 -4.686 -1.949 0.134
H -2.064 -6.745 -1.060 0.128
H 0.252 -6.634 -0.057 0.128
```

## Properties
* energy relative to the best compared isomer or geometry (same formula, charge and spin): 38.0 kcal/mol
* charge: +3
* Kohn-Sham gap: 4.62 eV
* highest occupied orbital energy: -15.7 eV
* M: 589.52 g/mol